No. 1
101
Properties=species:S:1:pos:R:3 method="wB97M-V/def2-TZVPD" s2=0.9701 spin_multiplicity=2 lumo_energy_ev="-7.161 / -7.835" homo_energy_ev="-12.39 / -12.40" total_charge=+2
Re -0.974 -1.282 -0.393
C -0.889 2.586 1.860
C -2.172 3.339 1.624
C -3.178 2.752 0.986
C -3.108 1.306 0.631
N -2.232 0.589 1.517
C -1.320 1.176 2.164
C -3.833 -0.359 -0.575
C -4.860 -0.920 -1.485
C -5.350 -2.144 -1.182
C -4.742 -2.929 -0.170
C -3.472 -2.564 0.250
N -2.948 -1.371 -0.096
C -2.506 -3.465 0.884
C -2.853 -4.622 1.576
C -1.849 -5.431 2.079
C -0.524 -5.074 1.864
C -0.256 -3.897 1.186
N -1.215 -3.110 0.712
H -0.276 3.032 2.647
H -2.244 4.351 1.984
H -4.105 3.264 0.791
H -0.831 0.600 2.943
H -5.236 -0.313 -2.291
H -6.171 -2.567 -1.738
H -5.183 -3.868 0.113
H -3.893 -4.866 1.726
H -2.091 -6.327 2.629
H 0.284 -5.695 2.214
H 0.762 -3.576 1.008
S 0.905 -0.719 -1.979
C 0.313 0.887 -2.321
N 1.233 1.827 -2.765
N 2.180 1.351 -3.635
C 3.573 1.345 -3.532
C 4.200 0.104 -3.720
C 5.571 -0.003 -3.651
C 6.351 1.120 -3.409
C 5.743 2.359 -3.270
C 4.369 2.482 -3.355
N -0.914 1.229 -2.059
N -1.608 0.446 -1.263
C -2.933 0.880 -0.907
C -3.548 1.855 -1.845
C -4.796 2.337 -1.773
C -5.802 2.043 -0.780
C -5.662 1.235 0.282
C -4.436 0.486 0.627
H 1.818 0.531 -4.118
H 3.593 -0.771 -3.902
H 6.038 -0.964 -3.794
H 7.424 1.037 -3.362
H 6.342 3.244 -3.123
H 3.937 3.472 -3.356
H -2.896 2.164 -2.648
H -5.097 3.029 -2.547
H -6.756 2.528 -0.929
H -6.500 1.097 0.950
H -4.569 -0.117 1.523
O -1.393 -2.470 -2.098
N -2.396 -3.291 -2.014
C -2.575 -4.295 -2.804
C -1.692 -4.709 -3.840
N -0.935 -5.002 -4.647
C -3.745 -5.069 -2.590
N -4.680 -5.701 -2.398
O 0.585 -0.877 1.202
As 1.678 0.329 1.586
C 3.489 -0.271 1.190
C 4.501 -0.050 2.118
C 5.781 -0.513 1.859
C 6.051 -1.191 0.681
C 5.042 -1.414 -0.242
C 3.760 -0.961 0.014
C 1.247 1.891 0.489
C -0.138 2.477 0.500
C -0.232 3.686 -0.382
C 0.508 3.811 -1.472
C 1.622 2.862 -1.777
C 2.059 2.111 -0.544
C 1.689 0.765 3.474
C 1.360 -0.190 4.425
C 1.497 0.115 5.771
C 1.959 1.366 6.149
C 2.297 2.314 5.197
C 2.171 2.012 3.852
H 4.286 0.479 3.041
H 6.564 -0.344 2.580
H 7.046 -1.555 0.486
H 5.249 -1.942 -1.160
H 2.964 -1.154 -0.697
H -0.741 1.730 -0.015
H -1.000 4.408 -0.164
H 0.376 4.633 -2.155
H 2.450 3.408 -2.225
H 3.043 1.652 -0.591
H 1.001 -1.161 4.093
H 1.257 -0.624 6.521
H 2.065 1.601 7.196
H 2.670 3.278 5.506
H 2.450 2.732 3.090



No. 2
158
Properties=species:S:1:pos:R:3 method="wB97M-V/def2-TZVPD" lumo_energy_ev=1.066 homo_energy_ev=-4.81 total_charge=-1
C -3.293 5.142 -1.037
C -3.058 4.151 0.127
Br -4.375 2.689 0.235
C -2.044 4.256 1.046
Br -2.056 2.873 2.467
N -1.088 5.335 0.970
C 0.151 5.098 0.169
C 0.068 6.069 -1.112
C -0.374 7.530 -0.788
C -0.561 8.441 -2.065
O -1.935 8.651 -2.414
C 0.269 3.662 -0.509
C 0.749 2.524 0.459
S -0.087 0.894 0.166
C 1.146 -0.395 0.479
N 2.424 -0.316 0.892
N 2.835 -1.625 0.901
C 1.842 -2.429 0.517
O 0.707 -1.667 0.243
C 1.543 5.400 0.849
O 2.256 6.304 0.357
O 1.978 4.806 1.912
S -0.945 6.202 2.401
O -0.446 5.449 3.545
O -0.255 7.481 2.332
C -2.705 6.638 2.895
F -3.538 6.801 1.795
F -3.281 5.621 3.626
C -2.772 7.918 3.836
F -3.922 7.744 4.606
F -1.758 7.952 4.749
C -2.976 9.289 3.077
F -4.274 9.676 2.990
F -2.335 10.253 3.831
F -2.425 9.350 1.844
H -4.362 5.498 -0.965
H -2.672 6.073 -0.968
H -3.197 4.625 -2.025
H 0.983 5.991 -1.750
H -0.759 5.614 -1.743
H -1.318 7.603 -0.186
H 0.437 7.999 -0.164
H 0.049 8.005 -2.897
H -0.123 9.452 -1.818
H -2.496 8.592 -1.627
H -0.631 3.407 -1.132
H 1.096 3.798 -1.263
H 0.689 2.768 1.549
H 1.842 2.340 0.264
H 1.883 -3.530 0.415
C 7.262 4.935 1.063
C 6.869 6.402 0.920
C 5.400 6.590 0.529
C 5.143 5.936 -0.786
N 4.960 5.430 -1.800
H 7.157 4.396 0.119
H 8.307 4.848 1.370
H 6.644 4.436 1.814
H 7.515 6.871 0.171
H 7.053 6.914 1.868
H 5.162 7.652 0.452
H 4.740 6.151 1.281
C -7.354 -1.548 -0.788
C -6.787 -1.272 -2.177
C -5.295 -1.598 -2.286
C -4.520 -0.767 -1.329
N -3.924 -0.119 -0.592
H -6.879 -0.925 -0.028
H -8.423 -1.330 -0.764
H -7.215 -2.597 -0.509
H -6.954 -0.221 -2.426
H -7.336 -1.868 -2.911
H -4.939 -1.397 -3.298
H -5.115 -2.653 -2.068
C -6.219 5.061 3.518
C -7.525 4.757 4.240
C -7.598 3.317 4.752
C -7.501 2.366 3.614
N -7.432 1.636 2.732
H -6.099 4.443 2.624
H -6.196 6.104 3.196
H -5.363 4.889 4.171
H -8.361 4.951 3.561
H -7.632 5.441 5.085
H -8.544 3.150 5.272
H -6.786 3.116 5.453
C 2.188 -6.185 2.944
C 0.730 -6.608 3.073
C 0.211 -7.347 1.836
C 0.300 -6.464 0.644
N 0.366 -5.779 -0.275
H 2.331 -5.480 2.122
H 2.523 -5.690 3.857
H 2.833 -7.050 2.771
H 0.118 -5.721 3.258
H 0.624 -7.259 3.945
H -0.830 -7.640 1.983
H 0.800 -8.249 1.663
C -2.340 -3.117 -3.976
C -0.955 -3.118 -4.611
C 0.038 -2.218 -3.872
C -0.442 -0.811 -3.881
N -0.815 0.278 -3.895
H -2.792 -2.123 -4.003
H -3.007 -3.792 -4.517
H -2.294 -3.446 -2.935
H -1.041 -2.796 -5.653
H -0.568 -4.140 -4.622
H 1.016 -2.261 -4.353
H 0.155 -2.546 -2.836
C 4.233 3.243 -4.843
C 4.962 2.912 -6.141
C 5.395 4.158 -6.917
C 4.208 4.971 -7.289
N 3.289 5.596 -7.578
H 3.305 3.787 -5.030
H 3.970 2.327 -4.311
H 4.860 3.850 -4.185
H 4.311 2.295 -6.768
H 5.846 2.312 -5.909
H 5.924 3.870 -7.828
H 6.069 4.770 -6.314
C 2.481 -12.541 0.436
C 1.511 -12.871 1.563
C 0.760 -11.642 2.082
C 1.720 -10.643 2.619
N 2.475 -9.877 3.042
H 3.267 -11.858 0.770
H 2.971 -13.449 0.079
H 1.964 -12.083 -0.405
H 2.064 -13.340 2.382
H 0.787 -13.604 1.205
H 0.069 -11.931 2.877
H 0.180 -11.182 1.279
C -3.187 -10.792 -0.636
C -3.509 -12.243 -0.977
C -2.567 -13.239 -0.295
C -1.167 -12.994 -0.727
N -0.085 -12.805 -1.063
H -2.190 -10.510 -0.982
H -3.899 -10.121 -1.119
H -3.238 -10.622 0.443
H -3.461 -12.373 -2.061
H -4.536 -12.460 -0.673
H -2.845 -14.261 -0.557
H -2.626 -13.140 0.792
C 6.305 0.105 2.566
C 6.449 -0.840 1.379
C 7.853 -0.821 0.768
C 8.183 0.542 0.273
N 8.437 1.595 -0.109
H 6.463 1.145 2.273
H 5.300 0.036 2.985
H 7.021 -0.144 3.355
H 5.711 -0.570 0.620
H 6.216 -1.857 1.704
H 7.909 -1.522 -0.067
H 8.598 -1.117 1.510



No. 3
29
Properties=species:S:1:pos:R:3 method="wB97M-V/def2-TZVPD" s2=6.0226 spin_multiplicity=5 lumo_energy_ev="-8.248 / -10.875" homo_energy_ev="-14.65 / -17.38" e_above_lowest_kcal_mol=25.4 total_charge=+2
Cl -3.608 -2.556 -0.036
C 1.581 -2.034 -1.841
C 2.410 -0.882 -1.750
C 1.466 0.309 -1.862
H 3.457 -0.821 -1.637
C 0.140 -0.197 -2.149
C 0.260 -1.696 -2.132
H -0.648 -2.295 -2.350
H 1.926 -3.046 -1.752
H 1.725 1.282 -1.813
C -1.070 0.518 -2.547
Os 1.049 -0.739 0.040
C 2.372 0.130 1.040
C 0.974 -2.390 0.873
O 3.116 0.617 1.816
O 0.961 -3.393 1.480
H -1.088 1.482 -2.023
H -1.953 -0.043 -2.261
H -1.042 0.695 -3.617
C -0.295 1.007 3.154
S -1.358 0.636 1.733
C -2.292 2.119 1.774
O -0.280 0.950 0.389
H -0.987 1.242 3.938
H 0.330 1.838 2.850
H 0.316 0.128 3.379
H -1.642 2.962 1.515
H -3.121 2.021 0.999
H -2.700 2.156 2.790